Below is C37H42Cl3N7O5SSeY as an isolated structure, with properties calculated with ωB97M-V/def2-TZVPD.

Cartesian coordinates (Å):
Y 0.03246 0.86424 0.37890
N -1.16118 2.19101 2.17366
C -2.17607 3.06529 1.55467
C -2.95746 2.23786 0.52466
O -4.17988 2.38744 0.41396
N -2.14084 1.43761 -0.14700
C -2.70305 0.41032 -1.00083
C -2.37548 -0.97358 -0.42228
O -3.04414 -1.95907 -0.71239
O -1.34955 -0.98946 0.37036
H -1.62420 1.50164 2.76082
H -0.52156 2.71131 2.76788
H -1.65282 3.87110 1.03328
H -2.87411 3.50338 2.27382
H -2.23667 0.45200 -1.99488
H -3.78160 0.51574 -1.13714
C 1.66872 -0.41831 -3.90788
C 1.87039 -0.45558 -2.41777
O 1.00509 -0.06548 -1.64542
N 3.06622 -0.91311 -1.98830
C 3.42643 -0.96887 -0.58010
C 2.76898 -2.14150 0.10794
C 3.45046 -3.32621 0.36032
C 2.74735 -4.39703 0.88922
C 1.38952 -4.25375 1.12211
C 0.79499 -3.02872 0.85398
N 1.47510 -1.98807 0.38334
H 0.67176 -0.03804 -4.10813
H 1.78847 -1.40942 -4.34706
H 2.40315 0.25794 -4.35011
H 3.72993 -1.21615 -2.68023
H 3.10892 -0.04171 -0.10005
H 4.51315 -1.03262 -0.51425
H 4.50722 -3.40302 0.13906
H 3.25000 -5.33276 1.10034
H 0.79332 -5.07198 1.50243
H -0.26638 -2.84961 0.99684
C 3.77337 3.24863 2.70805
C 2.76161 3.05115 1.57394
C 1.78047 4.22076 1.56140
C 2.01426 1.71738 1.66524
H 4.33298 4.18469 2.61060
H 4.48952 2.42383 2.73821
H 3.25459 3.26578 3.67330
H 3.32791 3.09189 0.63700
H 1.17672 4.20580 2.47886
H 1.10626 4.15857 0.70521
H 2.29013 5.18780 1.53027
H 2.77270 0.90948 1.68361
H 1.58852 1.68108 2.68621
Cl -6.05309 -0.54696 0.36598
C -5.09689 -1.12949 1.67980
C -4.72903 -0.27844 2.70942
C -4.01301 -0.78730 3.78264
C -3.63022 -2.12357 3.84394
C -2.82782 -2.69357 5.00407
C -1.39265 -3.06459 4.61484
N -0.54431 -2.00984 4.07751
C 0.79845 -1.84869 4.35159
C 1.24246 -0.88378 3.49875
N 0.21049 -0.45713 2.70197
C -0.83500 -1.16543 3.06358
O -2.99426 -1.93684 6.20609
C -1.94303 -1.17464 6.80002
C -1.97115 0.29451 6.47191
C -2.96310 1.13890 6.87585
Cl -4.35388 0.70996 7.78635
S -2.72104 2.75512 6.36808
C -1.24291 2.33010 5.61657
C -0.97140 1.00403 5.74161
C -4.01087 -2.93419 2.78462
Cl -3.61423 -4.63975 2.78597
C -4.72477 -2.46239 1.69859
H -5.00262 0.76696 2.65920
H -3.74359 -0.13615 4.59264
H -3.27677 -3.67097 5.23013
H -1.47846 -3.85656 3.86457
H -0.87536 -3.49477 5.47576
H 1.29922 -2.43542 5.10140
H 2.22445 -0.45097 3.41948
H -1.78932 -1.13206 2.57271
H -0.95731 -1.57999 6.56495
H -2.09309 -1.29286 7.87600
H -0.64871 3.08436 5.12545
H -0.08775 0.53766 5.33437
H -4.96420 -3.11400 0.87376
Se 0.04582 2.96979 -1.81415
C 1.72566 2.95498 -2.67345
C 2.90714 2.52321 -2.05992
C 4.08768 2.46465 -2.77913
N 4.20991 2.79693 -4.06542
C 3.08930 3.23950 -4.64703
C 1.86441 3.34056 -4.01556
H 2.89524 2.23242 -1.01650
H 4.99514 2.12236 -2.28719
H 3.17808 3.52620 -5.69117
H 1.00204 3.69798 -4.56395

Properties
- Net charge: -1
- HOMO: -0.1583 hartree
- Frontier orbital gap: 6.270 eV
- E_LUMO: 1.96 eV

These are the Mulliken partial charges, in e, on atoms 1 to 2: atom 1 (Y): 0.264, atom 2 (N): 0.299

***

Below is C3H10N2S as an isolated structure in a non-equilibrium geometry, with properties calculated with ωB97M-V/def2-TZVPD.

Cartesian coordinates (Å):
C -1.38810 1.62131 -0.91287
C -2.03828 0.37474 -0.30049
S -1.34157 -0.16456 1.26529
H -1.67079 2.52112 -0.41253
H -0.32841 1.58461 -0.63171
H -1.62674 1.65626 -1.96887
H -3.09751 0.58606 -0.13028
H -2.17421 -0.49892 -0.94053
N 2.24858 -0.66429 1.47127
C 2.07760 -1.04163 0.19719
N 0.90308 -1.16490 -0.33093
H 1.60645 -0.06807 1.96497
H 2.96249 -1.20234 1.94208
H 2.98926 -1.38398 -0.28310
H 0.82212 -1.24103 -1.33165
H 0.05604 -0.91438 0.40218

Properties
- Net charge: +1
- HOMO (alpha / beta): -0.5102 / -0.4983 hartree
- Spin multiplicity: 2
- Frontier orbital gap (alpha / beta): 10.392 / 6.948 eV
- E_LUMO (alpha / beta): -3.49 / -6.61 eV

These are the natural (NBO) partial charges, in e, on atoms 1 to 2: atom 1 (C): -0.611, atom 2 (C): -0.600

***

Below is one molecule with the formula C2H6N2O2 in a non-equilibrium geometry, with properties calculated with ωB97M-V/def2-TZVPD.

Cartesian coordinates (Å):
C -0.02000 0.03508 0.34480
C -0.17355 1.52904 0.41075
N -1.01622 -0.69868 -0.26466
O 1.31744 -0.27598 -0.64528
N -0.31166 -1.97643 -0.96988
O 0.20411 -2.74269 -0.24565
H 1.91682 -0.91728 -0.23469
H -1.56804 -0.19679 -0.95331
H 0.28427 -0.44896 1.27744
H 0.63808 1.95733 0.99379
H -1.12541 1.78311 0.87860
H -0.14584 1.95225 -0.59192

Properties
- Net charge: 0
- HOMO: -0.3473 hartree
- Frontier orbital gap: 9.454 eV
- E_LUMO: 0.00 eV

These are the natural (NBO) partial charges, in e, on atoms 1 to 2: atom 1 (C): 0.246, atom 2 (C): -0.644

***

Below is one molecule with the formula Cl2O5S2 in a non-equilibrium geometry, with properties calculated with ωB97M-V/def2-TZVPD.

Cartesian coordinates (Å):
O 0.02347 0.15360 0.80858
O -0.55478 -1.01569 -1.15422
O 1.10589 1.22390 -1.12800
O 2.19324 1.26039 1.04613
O -2.11015 -1.27662 0.84259
S -1.16976 -0.60317 0.01370
S 1.42796 0.59756 0.07557
Cl -2.21182 1.08631 -0.53715
Cl 1.92240 -1.18363 -0.35802

Properties
- Net charge: 0
- HOMO: -0.4432 hartree
- Frontier orbital gap: 11.673 eV
- E_LUMO: -0.39 eV

These are the natural (NBO) partial charges, in e, on atoms 1 to 2: atom 1 (O): -0.911, atom 2 (O): -0.880

***

Below is a 2-piece molecular cluster, C5H14 overall in a non-equilibrium geometry, with properties calculated with ωB97M-V/def2-TZVPD.

Cartesian coordinates (Å):
C -0.37563 1.18266 1.66795
C 0.37720 2.48996 1.99279
C -1.33689 1.29300 0.46551
H -0.91965 0.84118 2.53721
H 0.37700 0.43701 1.41657
H 0.23727 2.77809 3.02741
H 1.45229 2.37899 1.85207
H -2.34034 1.03703 0.78691
H 0.07058 3.32686 1.36896
H -1.10486 0.50441 -0.25242
H -1.31809 2.26476 -0.02419
C 0.93626 -1.93208 -1.28785
C 0.30751 -2.71068 -2.43191
H 1.97364 -1.65667 -1.46775
H 0.39614 -0.99953 -1.09942
H 0.87751 -2.47994 -0.35039
H 0.57768 -2.28898 -3.40105
H -0.77622 -2.70344 -2.37829
H 0.58860 -3.76263 -2.42212

Properties
- Net charge: 0
- HOMO: -0.4131 hartree
- Frontier orbital gap: 12.379 eV
- E_LUMO: 1.14 eV

These are the natural (NBO) partial charges, in e, on atoms 1 to 2: atom 1 (C): -0.406, atom 2 (C): -0.609

***

Below is C35H23BiCl5N10 as an isolated structure, with properties calculated with ωB97M-V/def2-TZVPD.

Cartesian coordinates (Å):
Bi -0.99426 -1.28256 -1.09024
C -2.78409 -3.90257 -4.34218
C -2.25500 -3.46441 -5.55756
C -1.54776 -2.28821 -5.59743
C -1.35030 -1.55029 -4.41643
N -1.80227 -2.02702 -3.24149
C -2.52001 -3.16415 -3.21736
N -0.75469 -0.33047 -4.54427
C -0.21657 0.41492 -3.65545
N 0.09140 0.15208 -2.32240
C 0.87766 1.20894 -1.83435
N 1.60436 1.29071 -0.78417
C 1.96938 0.23202 0.01724
C 2.92656 0.48738 1.00921
C 3.45926 -0.56661 1.72120
C 3.01411 -1.85891 1.45103
C 2.02912 -2.01918 0.49773
N 1.50496 -1.00590 -0.19455
C 0.88163 2.27564 -2.84540
C 1.39338 3.55826 -2.82518
C 1.26307 4.31955 -3.98106
C 0.67923 3.79252 -5.13017
C 0.18206 2.49543 -5.15022
C 0.27432 1.76026 -3.98534
H -3.37942 -4.80160 -4.27860
H -2.41959 -4.04244 -6.45701
H -1.14055 -1.88759 -6.51387
H -2.88517 -3.47205 -2.24375
H 3.24591 1.50972 1.15797
H 4.22681 -0.39317 2.46546
H 3.42305 -2.71487 1.96940
H 1.62309 -3.00254 0.27299
H 1.87023 3.95273 -1.93770
H 1.62046 5.34061 -3.98705
H 0.61509 4.40519 -6.01947
H -0.26636 2.06148 -6.03411
Cl -2.70165 2.03149 -2.24202
C -3.65334 0.86844 -1.40398
C -3.12095 -0.34248 -0.96975
C -3.98646 -1.17494 -0.26592
Cl -3.37967 -2.67778 0.36216
C -5.31681 -0.86046 -0.00675
Cl -6.32191 -1.93694 0.87258
C -5.82281 0.34958 -0.46961
Cl -7.45010 0.77582 -0.15688
C -4.99032 1.21510 -1.17261
Cl -5.61572 2.70521 -1.74448
C -0.55717 -1.76989 2.54473
C -0.64510 -0.34083 2.13816
N -0.94052 0.11238 0.93140
C -0.99419 1.48767 1.01106
C -0.69853 1.86702 2.27678
N -0.48559 0.70120 2.98318
C -0.01966 0.66129 4.35866
N 1.35882 1.04877 4.44371
N 1.71214 2.35205 4.29728
N 2.97485 2.45625 4.37256
C 3.52004 1.20813 4.58729
C 4.84123 0.79758 4.77430
C 5.05748 -0.54336 5.00124
C 3.99674 -1.46633 5.03812
C 2.68623 -1.07927 4.85794
C 2.47001 0.28010 4.64146
H -0.57376 -2.40529 1.66273
H -1.40818 -2.04356 3.17176
H 0.36011 -1.97853 3.09623
H -1.22377 2.09650 0.15578
H -0.60488 2.83293 2.74106
H -0.11386 -0.34897 4.74621
H -0.62456 1.33957 4.95726
H 5.65177 1.51330 4.75850
H 6.06313 -0.90435 5.16950
H 4.21911 -2.51013 5.21832
H 1.87874 -1.80021 4.88662

Properties
- Net charge: +1
- HOMO: -0.3995 hartree
- Frontier orbital gap: 7.591 eV
- E_LUMO: -3.28 eV

These are the Mulliken partial charges, in e, on atoms 1 to 2: atom 1 (Bi): 1.315, atom 2 (C): -0.877

***

Going through the records in order, we get ΔE to the lowest compared entry with this formula, charge and spin values of 3.3; 16.0; 109.3; 0.0; 8.2; 0.0 kcal/mol.
Going through the records in order, we get calculated total energy values of -174518.0424; -17080.4637; -9242.5780; -56950.3553; -5411.6958; -120016.9715 eV.